The following is a DFT calculation (ωB97M-V/def2-TZVPD) of an isolated molecule of C15H11FN2S2 in a non-equilibrium geometry.

## Properties
lowest unoccupied orbital energy	0.0446	eV
orbital gap	8.256	eV
SMILES	Fc1ccc(CSc2ccc(-c3cccs3)nn2)cc1
molecular weight	302.4	g mol⁻¹

Cartesian coordinates (Å):
F1 -2.075 -3.712 -0.808
C1 -2.372 -2.447 -0.451
C2 -2.477 -2.136 0.892
C3 -2.770 -0.833 1.252
C4 -2.963 0.145 0.283
C5 -2.861 -0.200 -1.061
C6 -2.563 -1.495 -1.437
H1 -2.475 -1.771 -2.475
H2 -3.001 0.559 -1.815
C7 -3.250 1.559 0.677
H3 -3.169 1.710 1.753
H4 -4.246 1.866 0.355
S1 -2.144 2.752 -0.190
C8 -0.583 1.959 -0.027
N1 0.237 2.146 -1.048
N2 1.410 1.610 -1.066
C9 1.831 0.843 -0.058
C10 1.028 0.634 1.080
C11 -0.215 1.214 1.103
H5 -0.866 1.119 1.956
H6 1.396 0.047 1.909
C12 3.144 0.268 -0.194
C13 4.008 0.421 -1.247
C14 5.218 -0.272 -1.070
C15 5.267 -0.947 0.110
S2 3.836 -0.751 1.034
H7 6.061 -1.552 0.500
H8 6.019 -0.272 -1.787
H9 3.758 1.018 -2.105
H10 -2.858 -0.580 2.299
H11 -2.325 -2.903 1.635

=====

The following is a DFT calculation (ωB97M-V/def2-TZVPD) of an isolated molecule of C4H9N3S in a non-equilibrium geometry.

## Properties
lowest unoccupied orbital energy	0.9534	eV
orbital gap	9.549	eV
SMILES	[H]/N=C(/N(C)S)N1CC1
energy relative to the best compared isomer or geometry (same formula, charge and spin)	52.1	kcal per mole
molecular weight	131.2	g mol⁻¹

Cartesian coordinates (Å):
C1 1.325 1.508 -0.473
C2 0.283 -0.682 -0.169
C3 -1.537 0.556 0.888
C4 -2.136 -0.641 0.149
H1 1.291 1.510 -1.631
H2 2.192 2.089 -0.247
H3 0.444 2.014 -0.148
H4 2.892 -1.423 -0.536
H5 -0.381 -2.446 -0.634
H6 -0.985 0.385 1.817
H7 -2.056 1.500 0.877
H8 -2.983 -0.515 -0.512
H9 -2.018 -1.631 0.603
N1 1.324 0.181 0.142
N2 0.421 -1.937 -0.244
N3 -0.934 0.032 -0.362
S1 2.859 -0.499 0.479

=====

The following is a DFT calculation (ωB97M-V/def2-TZVPD) of an isolated molecule of C5H8N2.

## Properties
lowest unoccupied orbital energy	0.8938	eV
orbital gap	9.369	eV
SMILES	Cc1cn(C)cn1
energy relative to the best compared isomer or geometry (same formula, charge and spin)	4.5	kcal per mole
molecular weight	96.1	g mol⁻¹

Cartesian coordinates (Å):
C1 1.764 1.358 1.033
N1 0.598 0.618 0.592
C2 -0.567 1.242 0.298
N2 -1.434 0.464 -0.286
C3 -0.804 -0.754 -0.403
C4 -1.520 -1.782 -1.227
C5 0.452 -0.689 0.151
H1 2.617 1.172 0.374
H2 1.504 2.418 0.956
H3 2.041 1.151 2.070
H4 -0.710 2.287 0.534
H5 -2.563 -1.850 -0.901
H6 -1.530 -1.420 -2.263
H7 -1.076 -2.780 -1.225
H8 1.227 -1.434 0.294

=====

The following is a DFT calculation (ωB97M-V/def2-TZVPD) of a structure of composition C2H16N2O4 in a non-equilibrium geometry.

## Properties
lowest unoccupied orbital energy	-5.1996	eV
orbital gap	3.812	eV
energy relative to the best compared isomer or geometry (same formula, charge and spin)	244.4	kcal per mole
molecular weight	132.2	g mol⁻¹

Cartesian coordinates (Å):
C1 2.896 0.190 -0.263
N1 1.812 0.629 -1.285
C2 -1.122 -1.087 0.660
N2 -0.474 0.220 0.493
H1 3.045 0.909 0.575
H2 3.821 -0.101 -0.733
H3 2.470 -0.740 0.154
H4 2.256 1.052 -2.105
H5 -2.002 -0.962 1.363
H6 -0.365 -1.698 1.178
H7 -1.208 0.864 0.303
H8 0.226 0.258 -0.325
H9 -1.383 -1.547 -0.233
H10 -3.140 2.246 -0.465
O1 -2.611 1.568 0.021
H11 -3.817 -0.876 -1.285
H12 -3.299 0.586 -0.236
O2 -3.508 -0.567 -0.430
H13 0.936 -2.380 -1.825
H14 1.290 -0.210 -1.563
O3 0.901 -1.772 -1.098
H15 0.432 0.886 1.857
H16 1.477 1.561 2.994
O4 1.366 0.972 2.247